A single C13H24OSi2 molecule in a non-equilibrium geometry. Source: the OMol25 dataset; level of theory: the ωB97M-V functional and the def2-TZVPD basis.

Values from the calculation:
SMILES string: C[Si](C)(C)O[Si](C)(C)CCc1ccccc1
LUMO level: 0.80 eV
E_HOMO: -8.97 eV
Energy relative to the best compared isomer or geometry (same formula, charge and spin): 0.0 kJ/mol
Maximum force: 1.8 eV Å⁻¹

Each atom is followed by the atoms it is bonded to, with distances in Å.
Geometry (Å):
1 O 0.14025 1.20267 -0.16430  Si15 1.679, Si16 1.723
2 C 2.70516 -2.85190 -0.25627  C3 1.387, C4 1.366, H17 1.091
3 C 1.67485 -3.60795 0.28266  C2 1.387, C5 1.389, H18 1.084
4 C 2.40416 -1.84407 -1.12728  C2 1.366, C6 1.368, H19 1.057
5 C 0.35803 -3.35909 -0.08072  C3 1.389, C7 1.371, H20 1.091
6 C 1.09686 -1.54030 -1.39330  C4 1.368, C7 1.400, H21 1.070
7 C 0.03345 -2.28210 -0.86517  C5 1.371, C6 1.400, C8 1.514
8 C -1.39973 -1.95982 -1.23148  C7 1.514, C14 1.511, H22 1.078, H23 1.113
9 C 0.93240 3.45783 1.43260  Si15 1.865, H24 1.084, H25 1.092, H26 1.091
10 C 2.35212 0.69922 1.50207  Si15 1.858, H27 1.096, H28 1.083, H29 1.109
11 C -0.52192 1.00530 2.62458  Si15 1.887, H30 1.091, H31 1.081, H32 1.101
12 C -1.31186 1.00134 -2.75951  Si16 1.854, H33 1.109, H34 1.093, H35 1.098
13 C -2.68657 2.18455 -0.18882  Si16 1.912, H36 1.088, H37 1.074, H38 1.082
14 C -2.01118 -0.77979 -0.51348  C8 1.511, Si16 1.897, H39 1.097, H40 1.094
15 Si 0.73696 1.60513 1.35285  O1 1.679, C9 1.865, C10 1.858, C11 1.887
16 Si -1.39632 0.97092 -0.90806  O1 1.723, C12 1.854, C13 1.912, C14 1.897
17 H 3.75480 -3.06345 -0.04618  C2 1.091
18 H 1.91499 -4.43017 0.94637  C3 1.084
19 H 3.19528 -1.29611 -1.56560  C4 1.057
20 H -0.41286 -3.99177 0.36284  C5 1.091
21 H 0.84232 -0.72537 -2.03820  C6 1.070
22 H -1.50530 -1.84415 -2.29810  C8 1.078
23 H -2.00895 -2.88276 -1.10530  C8 1.113
24 H 0.00100 3.85097 1.82340  C9 1.084
25 H 1.77295 3.60703 2.11417  C9 1.092
26 H 1.18020 3.85316 0.44678  C9 1.091
27 H 2.88724 0.84565 0.55648  C10 1.096
28 H 2.16248 -0.36161 1.60575  C10 1.083
29 H 2.90174 1.07093 2.39073  C10 1.109
30 H 0.02710 0.94736 3.56579  C11 1.091
31 H -1.30608 1.74378 2.71759  C11 1.081
32 H -0.98351 0.04975 2.33292  C11 1.101
33 H -0.53599 0.30256 -3.13231  C12 1.109
34 H -0.97033 2.02800 -2.91430  C12 1.093
35 H -2.28620 0.87155 -3.24889  C12 1.098
36 H -2.94308 3.06416 -0.77495  C13 1.088
37 H -3.57795 1.60374 -0.03939  C13 1.074
38 H -2.25696 2.44212 0.76987  C13 1.082
39 H -3.07950 -0.67120 -0.73982  C14 1.097
40 H -1.88001 -0.91607 0.56399  C14 1.094

=====

A gas-phase ion, C3H3N2S (charge +1) in a non-equilibrium geometry. Source: the OMol25 dataset; level of theory: the ωB97M-V functional and the def2-TZVPD basis.

Values from the calculation:
LUMO level (spin up / spin down): -6.80 / -6.80 eV
Charge: +1
E_HOMO (spin up / spin down): -15.50 / -15.50 eV
Energy relative to the best compared isomer or geometry (same formula, charge and spin): 437.1 kJ/mol
Maximum force: 3.5 eV Å⁻¹

Each atom is followed by the atoms it is bonded to, with distances in Å.
Geometry (Å):
1 C -2.00014 -0.38160 -0.00172  N4 1.256, S6 1.866, H7 1.063
2 C 0.09119 0.24443 1.27461  C3 1.520, N5 1.833, S6 1.608
3 C 1.05958 0.11889 0.11023  C2 1.520, N5 1.367, H8 1.115, H9 1.117
4 N -1.02098 -0.81937 -0.65602  C1 1.256, N5 1.239
5 N 0.13329 -0.83609 -0.20594  C2 1.833, C3 1.367, N4 1.239
6 S -1.47125 0.30761 1.64970  C1 1.866, C2 1.608
7 H -3.04106 -0.52390 -0.16347  C1 1.063
8 H 1.07360 1.16952 -0.26306  C3 1.115
9 H 1.98053 -0.26340 0.61291  C3 1.117

=====

maximum force of number 2 (C3H3N2S)?
3.5 eV Å⁻¹

=====

Among the records above, which one has the highest energy relative to the best compared isomer or geometry (same formula, charge and spin)?
C3H3N2S

=====

What is the formula in the second record?
C3H3N2S